The following is a DFT calculation (ωB97M-V/def2-TZVPD) of one molecule with the formula C3H4ClF at a distorted geometry.

Values from the calculation:
Gap between HOMO and LUMO   0.404 hartree
Lowest unoccupied orbital energy   0.03889 hartree

Last columns: bonded neighbours and bond lengths (Å).
Positions of all 9 atoms, in Å:
1 F 1.6083 1.1753 -0.0266  C2 1.373
2 C 1.2982 -0.1579 -0.1285  F1 1.373, C3 1.537, H6 1.105, H7 1.135
3 C -0.2256 -0.1484 -0.3326  C2 1.537, C4 1.306, H8 1.092
4 C -1.2243 0.0761 0.4780  C3 1.306, Cl5 1.760, H9 1.073
5 Cl -2.8022 0.5176 -0.1644  C4 1.760
6 H 1.8458 -0.6807 -0.9330  C2 1.105
7 H 1.4262 -0.6360 0.8933  C2 1.135
8 H -0.6672 -0.1043 -1.3303  C3 1.092
9 H -1.2592 -0.0416 1.5440  C4 1.073

Atom charges from the Löwdin analysis, given in e for atoms 1 to 6: F -0.045; C -0.197; C -0.179; C -0.552; Cl 0.580; H 0.118